# 1
Computed, not measured: C54H42BF5GeP3Pb as an isolated structure, with wB97M-V/def2-TZVPD.

Structure (XYZ):
```
107
C54H42BF5GeP3Pb wB97M-V/def2-TZVPD
Pb 1.157 0.205 0.621
F -4.126 -0.348 -2.408
Ge -2.581 -0.126 -1.561
C -1.759 -1.789 -2.303
C -2.651 -2.420 -3.185
C -2.328 -3.597 -3.842
C -1.096 -4.194 -3.640
C -0.202 -3.599 -2.776
C -0.510 -2.403 -2.111
P 0.851 -1.887 -1.029
C 1.167 -3.394 -0.051
C 0.071 -4.193 0.285
C 0.259 -5.361 1.004
C 1.531 -5.729 1.419
C 2.615 -4.923 1.119
C 2.439 -3.759 0.385
C 2.290 -1.595 -2.103
C 2.223 -1.697 -3.491
C 3.362 -1.496 -4.259
C 4.570 -1.183 -3.653
C 4.635 -1.033 -2.275
C 3.499 -1.223 -1.503
C -2.200 1.601 -2.454
C -3.195 1.977 -3.368
C -3.105 3.156 -4.088
C -2.018 4.001 -3.919
C -1.029 3.649 -3.024
C -1.110 2.458 -2.290
P 0.271 2.150 -1.162
C 0.239 3.607 -0.047
C 1.280 3.845 0.855
C 1.244 4.936 1.710
C 0.153 5.792 1.701
C -0.914 5.532 0.855
C -0.878 4.444 -0.006
C 1.734 2.268 -2.265
C 3.019 2.466 -1.754
C 4.116 2.533 -2.601
C 3.951 2.374 -3.968
C 2.688 2.122 -4.481
C 1.587 2.064 -3.638
C -3.408 -0.095 0.257
C -4.807 -0.162 0.160
C -5.623 -0.170 1.280
C -5.070 -0.119 2.548
C -3.699 -0.057 2.673
C -2.861 -0.032 1.549
P -1.114 0.014 2.031
C -0.975 -1.453 3.110
C -1.811 -2.540 2.834
C -1.768 -3.670 3.633
C -0.873 -3.744 4.691
C -0.015 -2.687 4.943
C -0.063 -1.544 4.159
C -0.885 1.506 3.047
C 0.371 1.730 3.625
C 0.581 2.830 4.440
C -0.445 3.738 4.658
C -1.673 3.556 4.038
C -1.895 2.449 3.232
H -3.620 -1.988 -3.366
H -3.052 -4.046 -4.510
H -0.834 -5.118 -4.141
H 0.756 -4.071 -2.599
H -0.926 -3.926 -0.045
H -0.592 -5.987 1.238
H 1.674 -6.638 1.989
H 3.606 -5.179 1.468
H 3.307 -3.159 0.169
H 1.289 -1.940 -3.981
H 3.301 -1.585 -5.336
H 5.458 -1.040 -4.256
H 5.568 -0.764 -1.795
H 3.572 -1.077 -0.429
H -4.051 1.343 -3.521
H -3.892 3.415 -4.786
H -1.941 4.924 -4.479
H -0.175 4.302 -2.886
H 2.128 3.180 0.921
H 2.069 5.109 2.390
H 0.126 6.647 2.366
H -1.784 6.176 0.862
H -1.725 4.262 -0.652
H 3.190 2.575 -0.695
H 5.101 2.705 -2.186
H 4.807 2.430 -4.630
H 2.552 1.973 -5.545
H 0.612 1.868 -4.063
H -5.274 -0.212 -0.808
H -6.697 -0.227 1.153
H -5.696 -0.137 3.431
H -3.258 -0.036 3.663
H -2.524 -2.493 2.020
H -2.440 -4.495 3.429
H -0.835 -4.632 5.309
H 0.715 -2.747 5.738
H 0.626 -0.748 4.389
H 1.201 1.054 3.445
H 1.552 2.978 4.898
H -0.283 4.596 5.299
H -2.467 4.279 4.181
H -2.859 2.321 2.758
F 2.556 -1.014 2.212
B 3.335 -1.769 3.239
F 2.651 -2.953 3.504
F 3.376 -0.936 4.356
F 4.583 -2.004 2.673
```

Results
* net charge: +1
* molar mass: 1169.46 g mol⁻¹
* multiplicity: 1
* HOMO level: -11.2 eV
* orbital gap: 8.6 eV



# 2
Computed, not measured: CH4CsO as an isolated structure, with wB97M-V/def2-TZVPD.

Structure (XYZ):
```
7
CH4CsO wB97M-V/def2-TZVPD
Cs 1.253 -1.867 -1.912
C 0.094 0.495 0.444
O -0.606 -0.456 -0.362
H -0.220 0.373 1.483
H 1.174 0.355 0.399
H -0.145 1.514 0.132
H -1.550 -0.414 -0.185
```

Results
* net charge: +1
* molar mass: 164.95 g mol⁻¹
* multiplicity: 1
* HOMO level: -14.9 eV
* orbital gap: 11.3 eV



# 3
Computed, not measured: a 2-piece molecular cluster, C5H11N3O overall, with wB97M-V/def2-TZVPD.

Structure (XYZ):
```
20
C5H11N3O wB97M-V/def2-TZVPD
C -0.475 -0.978 1.584
C 2.769 0.846 0.043
C -0.210 -0.411 0.443
C 1.714 0.660 -0.987
C 0.799 -0.569 -0.676
N -2.223 1.669 0.507
N -2.891 -0.333 -0.423
N -1.939 0.630 -0.282
O 3.843 1.375 -0.119
H -1.376 -0.638 2.277
H 0.249 -1.709 1.986
H 2.450 0.701 1.124
H 0.991 1.487 -0.918
H 2.293 0.655 -1.902
H 1.456 -1.305 -0.332
H 0.187 -0.639 -1.571
H -2.424 1.477 1.541
H -1.604 2.522 0.413
H -2.990 -0.890 0.428
H -2.485 -1.043 -1.122
```

Results
* molar mass: 129.16 g mol⁻¹
* multiplicity: 1
* HOMO level: -7.5 eV
* orbital gap: 8.1 eV



# 4
Computed, not measured: C44H55Br2N2O3S2ScSi as an isolated structure, with wB97M-V/def2-TZVPD.

Structure (XYZ):
```
110
C44H55Br2N2O3S2ScSi wB97M-V/def2-TZVPD
Sc -0.119 0.220 0.079
Br 6.523 -2.353 2.271
C 4.995 -1.633 1.409
C 5.120 -0.453 0.666
C 4.021 0.094 0.053
C 2.750 -0.498 0.169
O 1.713 0.039 -0.418
C 2.643 -1.715 0.898
C 1.419 -2.453 0.898
N 0.269 -1.968 0.550
C -0.848 -2.812 0.412
C -1.036 -4.005 1.071
C -2.170 -4.796 0.826
C -3.117 -4.396 -0.072
C -2.979 -3.162 -0.744
C -3.931 -2.687 -1.669
C -3.745 -1.466 -2.255
C -2.608 -0.720 -1.923
N -1.681 -1.126 -1.078
C -1.850 -2.347 -0.485
C 3.786 -2.265 1.510
H 6.085 0.028 0.585
H 4.106 1.002 -0.529
H 1.504 -3.512 1.144
H -0.308 -4.341 1.797
H -2.276 -5.733 1.355
H -3.983 -5.012 -0.277
H -4.793 -3.299 -1.899
H -4.453 -1.065 -2.966
H -2.455 0.250 -2.379
H 3.701 -3.179 2.085
O 0.230 2.187 -0.486
S 0.752 3.273 -1.414
C -0.310 4.686 -0.949
C -1.781 4.285 -0.825
C -2.341 4.555 0.577
C -1.875 3.556 1.630
S -2.644 1.877 1.631
O -2.008 1.099 0.490
C -4.263 2.366 1.055
C -4.639 2.275 -0.273
C -5.892 2.739 -0.648
C -6.749 3.277 0.303
C -6.370 3.339 1.637
C -5.121 2.875 2.020
C 0.029 2.883 -3.022
C -0.126 3.861 -3.995
C -0.642 3.515 -5.233
C -1.002 2.202 -5.497
C -0.809 1.221 -4.535
C -0.278 1.560 -3.299
H -0.143 5.475 -1.680
H 0.095 5.021 0.008
H -1.888 3.222 -1.048
H -2.374 4.830 -1.558
H -3.428 4.559 0.529
H -2.036 5.552 0.903
H -2.090 3.932 2.632
H -0.805 3.351 1.558
H -3.960 1.854 -1.003
H -6.196 2.683 -1.684
H -7.724 3.637 0.004
H -7.043 3.746 2.378
H -4.805 2.914 3.056
H 0.159 4.887 -3.800
H -0.755 4.270 -5.998
H -1.416 1.936 -6.460
H -1.053 0.190 -4.756
H -0.074 0.787 -2.569
C -0.327 -2.428 6.766
C 0.085 -1.954 5.360
C 1.393 -2.662 4.980
C -0.979 -2.394 4.342
Si 0.316 -0.040 5.408
Br 0.304 0.587 2.615
C 2.069 0.664 5.789
C 2.440 0.327 7.244
C 2.092 2.189 5.612
C 3.138 0.074 4.849
C -1.230 0.994 5.928
C -1.250 2.397 5.301
C -1.186 1.146 7.460
C -2.542 0.300 5.535
H -0.395 -3.517 6.771
H -1.300 -2.037 7.065
H 0.406 -2.137 7.521
H 1.210 -3.738 4.938
H 2.173 -2.497 5.722
H 1.751 -2.337 4.001
H -1.017 -3.485 4.333
H -0.727 -2.051 3.337
H -1.973 -2.034 4.591
H 1.746 0.775 7.957
H 3.436 0.719 7.456
H 2.464 -0.750 7.421
H 1.424 2.692 6.309
H 1.828 2.466 4.590
H 3.101 2.551 5.813
H 3.374 -0.958 5.094
H 4.056 0.654 4.959
H 2.830 0.131 3.805
H -0.428 3.015 5.651
H -2.183 2.888 5.587
H -1.203 2.336 4.214
H -0.304 1.703 7.780
H -1.188 0.180 7.968
H -2.063 1.704 7.793
H -2.609 0.151 4.456
H -3.377 0.933 5.841
H -2.666 -0.657 6.040
```

Results
* net charge: +2
* molar mass: 956.92 g mol⁻¹
* multiplicity: 1
* HOMO level: -12.4 eV
* orbital gap: 7.1 eV



# 5
Computed, not measured: a 2-piece molecular cluster, C4H5N2O4 overall, with wB97M-V/def2-TZVPD.

Structure (XYZ):
```
15
C4H5N2O4 wB97M-V/def2-TZVPD
C -1.159 1.521 0.588
C -2.447 -0.382 -0.384
C 0.894 -1.015 0.588
C 1.978 0.549 -0.781
N -1.739 0.454 0.554
N 0.794 -0.241 -0.417
O -0.765 2.622 0.807
O -3.104 0.188 -1.220
O -2.304 -1.575 -0.141
O 0.070 -1.796 1.145
H 1.835 -0.995 1.017
H 1.806 1.624 -0.491
H 2.908 0.159 -0.306
H 2.095 0.599 -1.814
H -0.862 -1.711 0.855
```

Results
* net charge: -1
* molar mass: 145.09 g mol⁻¹
* multiplicity: 1
* HOMO level: -5.0 eV
* orbital gap: 8.7 eV



# 6
Computed, not measured: a 2-piece molecular cluster, C15H17NO3S overall, with wB97M-V/def2-TZVPD.

Structure (XYZ):
```
37
C15H17NO3S wB97M-V/def2-TZVPD
C 5.554 -1.663 -1.215
O 5.018 -0.323 -1.228
C 3.674 -0.154 -1.149
C 3.208 1.185 -1.168
C 1.869 1.447 -1.041
C 0.902 0.405 -0.864
C -0.451 0.807 -0.686
C -1.662 0.093 -0.920
C -2.892 0.820 -0.793
C -4.120 0.199 -0.933
C -4.186 -1.190 -1.119
C -2.998 -1.930 -1.243
C -1.759 -1.289 -1.234
C 1.398 -0.930 -0.786
C 2.738 -1.214 -1.010
H 6.631 -1.509 -1.259
H 5.283 -2.195 -0.293
H 5.214 -2.230 -2.091
H 3.945 1.983 -1.269
H 1.512 2.480 -1.058
H -0.585 1.876 -0.506
H -2.835 1.882 -0.560
H -5.034 0.794 -0.870
H -5.156 -1.687 -1.166
H -3.045 -3.014 -1.354
H -0.858 -1.858 -1.451
H 0.735 -1.746 -0.502
H 3.090 -2.250 -1.031
C -1.884 1.465 4.284
S -1.967 1.156 2.532
N -0.428 0.931 2.416
O -2.811 -0.026 2.358
O -2.485 2.356 1.872
H -2.876 1.679 4.680
H -1.459 0.572 4.747
H -1.206 2.305 4.441
H -0.073 0.770 1.468
```

Results
* molar mass: 291.37 g mol⁻¹
* multiplicity: 1
* HOMO level: -6.9 eV
* orbital gap: 4.3 eV



# 7
Computed, not measured: C6H13N3 as an isolated structure, with wB97M-V/def2-TZVPD.

Structure (XYZ):
```
22
C6H13N3 wB97M-V/def2-TZVPD
C -2.358 -0.318 0.825
C -1.664 0.190 -0.524
C 0.068 -1.677 -0.508
C 0.611 0.798 -0.068
C 0.151 2.151 -0.170
C 2.616 -0.383 0.377
H -1.845 -0.033 1.765
H -2.232 -1.542 0.595
H -3.459 -0.003 0.875
H -1.935 1.131 -0.571
H -2.209 -0.437 -1.408
H -0.975 -2.564 -0.673
H 0.921 -1.847 -1.341
H 0.902 -2.022 0.785
H -1.281 1.768 0.149
H 0.370 2.520 -1.264
H 0.932 2.713 0.966
H 2.058 -1.175 1.090
H 3.834 0.623 -0.434
N -0.244 -0.176 -0.513
N 1.867 0.661 -0.002
N 3.871 -0.379 0.051
```

Results
* molar mass: 127.19 g mol⁻¹
* multiplicity: 1
* HOMO level: -8.4 eV
* orbital gap: 8.6 eV



# 8
Computed, not measured: C7H16N2ReS2 as an isolated structure, with wB97M-V/def2-TZVPD.

Structure (XYZ):
```
28
C7H16N2ReS2 wB97M-V/def2-TZVPD
Re -0.059 0.272 0.201
C 0.594 -3.599 -2.419
C 0.753 -2.304 -1.671
S -0.595 -1.690 -0.800
C 1.926 -1.577 -1.643
C 3.184 -1.985 -2.350
S 1.961 -0.111 -0.742
H -0.404 -4.015 -2.317
H 1.314 -4.334 -2.054
H 0.797 -3.446 -3.481
H 3.052 -2.922 -2.884
H 4.002 -2.104 -1.633
H 3.486 -1.215 -3.066
N -0.101 0.721 2.331
C -1.449 1.234 2.840
C -1.809 2.565 2.206
C -2.184 2.512 0.737
N -0.966 2.222 -0.140
H 0.160 -0.115 2.851
H 0.620 1.399 2.575
H -1.389 1.311 3.920
H -2.193 0.474 2.608
H -0.993 3.286 2.359
H -2.657 2.976 2.753
H -2.619 3.449 0.403
H -2.916 1.729 0.546
H -0.284 2.968 -0.010
H -1.230 2.297 -1.120
```

Results
* net charge: +2
* molar mass: 378.56 g mol⁻¹
* multiplicity: 4
* HOMO level (spin up / spin down): -15.6 / -15.5 eV
* orbital gap (spin up / spin down): 6.7 / 5.8 eV



# 9
Computed, not measured: C29H52GeN9OPSi3Ti as an isolated structure, with wB97M-V/def2-TZVPD.

Structure (XYZ):
```
97
C29H52GeN9OPSi3Ti wB97M-V/def2-TZVPD
Ti 0.663 0.505 -0.653
C 3.424 4.002 2.646
N 2.620 3.532 1.520
C 2.382 4.262 0.389
C 1.628 3.481 -0.433
N 1.405 2.280 0.185
C 2.030 2.331 1.362
P 2.085 0.992 2.591
C 0.391 0.373 2.374
N -0.240 0.153 1.224
C -1.419 -0.468 1.539
C -1.494 -0.626 2.887
N -0.348 -0.087 3.405
C -0.011 -0.027 4.825
C 2.834 -0.340 1.594
N 2.208 -1.009 0.632
C 3.078 -1.979 0.218
C 4.234 -1.892 0.937
N 4.073 -0.847 1.800
C 5.090 -0.330 2.713
H 3.048 4.970 2.968
H 4.462 4.072 2.335
H 3.334 3.297 3.469
H 2.765 5.261 0.267
H 1.219 3.703 -1.403
H -2.145 -0.715 0.783
H -2.263 -1.043 3.516
H -0.872 -0.372 5.390
H 0.214 0.997 5.112
H 0.839 -0.669 5.043
H 2.832 -2.677 -0.565
H 5.153 -2.453 0.886
H 5.978 -0.947 2.613
H 4.735 -0.378 3.740
H 5.346 0.694 2.444
C -0.055 -2.705 -1.469
C -0.906 -1.681 -2.186
O -0.154 -0.487 -2.511
C 0.210 -0.443 -3.922
C 0.982 0.796 -4.301
H -0.644 -3.601 -1.269
H 0.299 -2.340 -0.502
H 0.806 -2.992 -2.075
H -1.752 -1.360 -1.577
H -1.307 -2.099 -3.109
H -0.734 -0.480 -4.467
H 0.775 -1.349 -4.152
H 2.035 0.724 -4.065
H 0.569 1.677 -3.809
H 0.877 0.943 -5.377
N 2.476 0.511 -1.707
C 3.622 0.507 -1.493
C 4.971 0.523 -1.233
C 5.781 -0.585 -1.593
N 6.431 -1.503 -1.846
C 5.415 1.506 -0.315
N 5.727 2.289 0.473
C -2.258 2.644 -4.616
Si -1.808 3.523 -3.011
C -3.122 4.859 -2.863
C -0.216 4.488 -3.327
Ge -1.682 1.997 -1.118
Si -3.722 0.776 -1.562
C -4.268 -0.513 -0.286
C -5.149 1.999 -1.679
C -3.676 -0.198 -3.190
Si -2.320 3.293 0.832
C -0.903 3.628 2.039
C -3.011 5.003 0.478
C -3.646 2.419 1.851
H -2.386 3.418 -5.381
H -3.210 2.116 -4.533
H -1.509 1.942 -4.985
H -3.088 5.423 -3.801
H -2.952 5.563 -2.050
H -4.132 4.458 -2.758
H -0.408 5.173 -4.159
H 0.641 3.872 -3.615
H 0.066 5.104 -2.469
H -4.348 -0.127 0.733
H -3.652 -1.418 -0.273
H -5.269 -0.833 -0.594
H -5.106 2.795 -0.933
H -6.097 1.468 -1.551
H -5.172 2.471 -2.665
H -3.769 -1.271 -3.002
H -2.771 -0.034 -3.775
H -4.523 0.090 -3.819
H -0.101 4.207 1.572
H -0.478 2.712 2.455
H -1.300 4.218 2.872
H -2.292 5.645 -0.037
H -3.246 5.473 1.439
H -3.928 4.979 -0.113
H -3.265 1.534 2.366
H -4.505 2.114 1.249
H -4.012 3.117 2.611
```

Results
* net charge: +1
* molar mass: 778.51 g mol⁻¹
* multiplicity: 2
* HOMO level (spin up / spin down): -10.1 / -10.0 eV
* orbital gap (spin up / spin down): 7.2 / 7.1 eV



# 10
Computed, not measured: one molecule with the formula C7H8N2S, with wB97M-V/def2-TZVPD.

Structure (XYZ):
```
18
C7H8N2S wB97M-V/def2-TZVPD
C 0.487 -1.808 -2.262
C 0.192 0.540 2.145
C -0.459 1.384 1.348
C 0.576 -0.804 1.715
C -0.859 1.042 -0.054
C 0.037 -0.039 -0.649
C -0.457 -0.759 -1.843
N 1.003 -2.610 -2.864
N 0.357 -1.182 0.552
S 1.636 0.733 -1.109
H 0.323 0.804 3.103
H -0.807 2.284 1.737
H 0.701 -1.546 2.485
H -1.905 0.680 0.051
H -0.740 1.987 -0.650
H -0.711 -0.150 -2.625
H -1.266 -1.240 -1.371
H 1.894 0.684 0.292
```

Results
* molar mass: 152.22 g mol⁻¹
* multiplicity: 3
* HOMO level (spin up / spin down): -6.1 / -9.3 eV
* orbital gap (spin up / spin down): 6.7 / 6.4 eV



no.,DFT total energy (eV)
1,-160576.4276
2,-3691.6856
3,-11875.0560
4,-245970.6341
5,-15400.8944
6,-34294.6037
7,-10892.4204
8,-34282.6290
9,-158926.3457
10,-21197.8612